Record 1
27
Properties=species:S:1:pos:R:3:forces:R:3:lowdin_spin:R:1 method="wB97M-V/def2-TZVPD" total_energy_ev=-27171.926 homo_ev="-19.64 / -20.99" lumo_energy_ha="-0.4423 / -0.6122" relative_energy_kj_mol=217.38 total_charge=+3 max_force_ev_per_a=7.775 multiplicity=5
O -2.060 -3.642 -1.311 -0.4 -0.8 2.4 0.001
C -2.263 -4.005 -0.243 0.5 0.8 -2.3 0.001
Pd 0.659 0.163 0.376 -3.4 2.6 1.8 1.416
O 3.067 -1.239 1.680 -0.9 -0.8 -0.7 0.394
C 2.072 -1.035 1.106 1.3 -0.7 0.6 0.429
C 1.651 1.811 0.013 3.3 6.1 -0.7 0.192
O 2.245 2.797 0.021 -2.3 -4.1 -0.1 0.038
C -1.374 2.536 -1.177 -2.7 1.4 -1.3 0.026
O -2.298 3.031 -1.631 2.7 -1.4 1.2 0.003
C -0.086 -0.562 -1.287 -1.5 -3.6 -6.7 0.162
O -0.342 -1.119 -2.272 1.1 2.9 4.8 0.034
H 1.171 -1.508 0.455 2.9 -3.3 0.8 0.138
C -2.280 3.729 3.532 -0.1 -0.1 -0.5 0.034
C -1.893 2.392 3.045 1.2 3.2 -1.8 0.164
C -2.106 1.135 3.592 -1.0 -1.3 1.7 0.468
C -1.445 0.203 2.771 1.7 -1.2 -2.0 0.139
N -0.840 0.874 1.782 -0.4 -1.0 0.5 0.227
N -1.137 2.186 1.953 -1.4 1.7 1.6 0.065
C -1.370 -1.264 2.934 -0.3 -0.3 0.4 0.017
H -3.339 3.739 3.816 0.1 0.0 0.1 0.010
H -1.699 3.985 4.431 -0.1 -0.1 0.0 0.017
H -2.102 4.500 2.773 0.0 -0.1 0.2 0.001
H -2.650 0.898 4.491 -0.2 0.0 0.2 0.014
H -0.849 2.903 1.288 0.0 -0.2 0.1 0.000
H -0.348 -1.611 3.156 -0.2 0.2 0.0 0.007
H -2.011 -1.548 3.781 0.3 -0.1 -0.3 0.000
H -1.741 -1.805 2.051 0.0 0.2 0.1 0.004

***

Record 2
27
Properties=species:S:1:pos:R:3:forces:R:3:mulliken_charge:R:1 method="wB97M-V/def2-TZVPD" total_energy_ev=-34564.659 homo_ev=-3.40 lumo_energy_ha=0.0309 relative_energy_kj_mol=0.00 total_charge=-1 max_force_ev_per_a=1.787 multiplicity=1
C 1.902 2.381 -3.806 1.2 0.2 -0.6 -0.933
C 0.613 1.774 -3.385 -0.6 -0.3 0.2 0.413
S -0.002 2.217 -1.881 -0.3 0.5 1.7 -0.556
O 0.036 0.993 -4.121 -0.1 -0.7 -1.1 -0.657
H 2.259 1.882 -4.709 0.0 0.0 -0.1 0.280
H 1.775 3.443 -4.030 0.0 0.0 0.1 0.276
H 2.661 2.274 -3.029 -0.1 0.1 0.0 0.233
O -2.014 0.691 5.233 -0.5 -0.7 -1.1 -0.600
N -2.599 0.069 4.341 -0.7 0.4 1.2 0.946
O -3.778 -0.289 4.431 1.3 0.3 -0.3 -0.603
C -1.862 -0.260 3.124 0.2 -0.2 -0.5 -0.002
C -2.476 -0.966 2.109 -0.7 -0.1 0.3 -0.430
C -1.778 -1.288 0.969 0.4 0.0 -0.2 -0.594
C -0.443 -0.910 0.808 0.0 0.2 0.3 1.217
C 0.276 -1.306 -0.399 0.3 -0.3 -0.5 -0.153
C 1.536 -1.001 -0.698 -0.7 0.0 0.7 -0.966
N 2.183 -1.538 -1.872 0.4 -0.6 -1.6 1.069
O 3.370 -1.253 -2.066 -1.1 -0.1 0.6 -0.620
O 1.536 -2.265 -2.634 0.6 0.8 1.1 -0.579
C 0.158 -0.190 1.843 -0.1 -0.1 -0.2 -0.463
C -0.545 0.129 2.983 0.2 0.4 0.6 -0.624
H -3.508 -1.252 2.235 -0.1 -0.1 -0.1 0.456
H -2.264 -1.840 0.183 -0.1 -0.1 -0.2 0.379
H -0.259 -1.925 -1.102 -0.1 -0.1 -0.2 0.359
H 2.127 -0.370 -0.065 0.5 0.1 -0.3 0.398
H 1.185 0.116 1.751 0.2 0.1 0.1 0.299
H -0.089 0.685 3.786 0.1 0.0 0.0 0.454

***

> Which of these has the highest multiplicity?

C10H9N2O5Pd

***

> Look up the multiplicity of the first one.

5